# C14H14AsNO11OsS2

C14H14AsNO11OsS2 as an isolated structure (the ωB97M-V functional and the def2-TZVPD basis, the OMol25 dataset).

The total energy is -4547.08196 Eh. As for the gap between HOMO and LUMO (alpha / beta): 6.2 / 6.2 eV. The net charge is 0.

Cartesian coordinates (Å):
Os -0.435 -0.203 1.063
O -2.303 -2.888 0.293
As -0.690 -2.811 -0.423
O -1.017 -0.987 -0.995
O 0.075 -1.993 0.999
C -2.142 -0.559 -1.630
C -2.644 -1.252 -2.721
C -3.768 -0.778 -3.378
C -4.399 0.390 -2.968
C -3.899 1.096 -1.890
C -2.775 0.624 -1.219
S -2.189 1.549 0.150
O -2.256 0.611 1.362
O -2.915 2.754 0.291
O -0.690 1.666 0.030
H -2.711 -3.759 0.216
H -2.136 -2.147 -3.061
H -4.148 -1.326 -4.229
H -5.271 0.754 -3.492
H -4.363 2.014 -1.556
C -0.801 -0.287 5.215
O -1.014 -0.380 3.794
C -0.032 0.099 3.025
O 0.975 0.598 3.492
H -1.693 -0.704 5.670
H -0.669 0.754 5.506
H 0.081 -0.856 5.499
N 1.586 0.387 0.872
C 2.214 -0.648 0.066
C 2.765 -1.768 0.662
C 2.791 -2.942 -0.073
C 2.265 -2.969 -1.361
C 1.907 -1.787 -1.999
C 1.881 -0.610 -1.278
S 1.844 -4.529 -2.147
O 0.799 -4.127 -3.080
O 1.345 -5.296 -1.013
O 3.059 -5.029 -2.746
H 1.592 1.269 0.362
H 1.954 0.553 1.817
H 3.004 -1.768 1.718
H 3.085 -3.876 0.388
H 1.538 -1.838 -3.015
H 1.457 0.291 -1.708